(1)
Molecular formula: C6H10O
Method: DFT, ωB97M-V with the def2-TZVPD basis set

The geometry in ORCA input format:
```
! wB97M-V def2-TZVPD RIJCOSX def2/J DEFGRID3
* xyz 0 1
C -2.031 -0.382 0.035
C -1.162 0.775 -0.421
C -0.302 1.484 0.575
C 0.364 0.615 -0.531
C 1.066 -0.814 -0.213
C 2.567 -1.061 -0.012
O 3.477 -0.290 -0.187
H -3.005 -0.048 0.418
H -1.547 -0.946 0.839
H -2.214 -1.071 -0.795
H -1.644 1.406 -1.172
H -0.237 2.575 0.518
H -0.357 1.146 1.615
H 0.855 1.204 -1.293
H 0.731 -1.726 -0.767
H 0.577 -0.715 0.725
H 2.790 -2.114 0.325
*
```

Calculated values
gap between HOMO and LUMO	10.7	eV
relative energy (zero: lowest compared OMol25 entry of this formula, charge and spin)	39.3	kcal per mole
E	-8429.53655	eV
F_max	2.51	eV/Å
HOMO energy	-9.745	eV
SMILES string	C[C@H]1C[C@H]1CC=O


(2)
Molecular formula: C6H10O
Method: DFT, ωB97M-V with the def2-TZVPD basis set

The geometry in ORCA input format:
```
! wB97M-V def2-TZVPD RIJCOSX def2/J DEFGRID3
* xyz 0 1
C -1.778 -0.158 1.260
C -1.497 0.913 0.264
C -0.916 -0.506 0.060
C 0.564 -0.893 0.252
C 1.508 -0.573 -0.933
C 1.680 0.740 -0.166
O 1.204 0.124 1.045
H -1.252 -0.041 2.208
H -2.798 -0.533 1.335
H -2.331 1.227 -0.367
H -0.887 1.753 0.589
H -1.365 -1.032 -0.784
H 0.721 -1.897 0.687
H 2.432 -1.167 -0.925
H 1.100 -0.555 -1.948
H 2.670 1.175 -0.028
H 0.979 1.505 -0.527
*
```

Calculated values
gap between HOMO and LUMO	10.8	eV
relative energy (zero: lowest compared OMol25 entry of this formula, charge and spin)	40.7	kcal per mole
E	-8429.47452	eV
F_max	0.65	eV/Å
HOMO energy	-9.607	eV


(3)
Molecular formula: C6H10O
Method: DFT, ωB97M-V with the def2-TZVPD basis set

The geometry in ORCA input format:
```
! wB97M-V def2-TZVPD RIJCOSX def2/J DEFGRID3
* xyz 0 1
O 2.005 -1.048 0.960
C 1.292 -0.601 -0.198
C 0.055 -1.423 -0.406
C -0.717 -0.783 0.734
C -1.546 1.611 -0.533
C -0.218 1.626 -0.620
C 0.603 0.708 0.216
H 1.529 -0.728 1.744
H 2.023 -0.593 -1.014
H 0.222 -2.503 -0.376
H -0.416 -1.149 -1.359
H -0.526 -1.161 1.741
H -1.819 -0.915 0.599
H -2.182 2.210 -1.171
H -2.007 0.990 0.228
H 0.262 2.428 -1.198
H 1.439 1.333 0.652
*
```

Calculated values
gap between HOMO and LUMO	10.1	eV
relative energy (zero: lowest compared OMol25 entry of this formula, charge and spin)	84.1	kcal per mole
E	-8427.59201	eV
F_max	1.61	eV/Å
HOMO energy	-9.356	eV


(4)
Molecular formula: C6H10O
Method: DFT, ωB97M-V with the def2-TZVPD basis set

The geometry in ORCA input format:
```
! wB97M-V def2-TZVPD RIJCOSX def2/J DEFGRID3
* xyz 0 1
C -0.543 -0.357 -1.742
C -0.830 -0.313 -0.252
C -0.019 -1.259 0.678
C 0.318 -0.051 1.583
O 1.606 0.535 1.309
C 1.075 1.312 0.220
C -0.376 0.912 0.592
H -1.028 0.474 -2.267
H -0.911 -1.296 -2.166
H 0.531 -0.299 -1.947
H -1.900 -0.459 -0.086
H -0.608 -2.061 1.137
H 0.881 -1.696 0.232
H 0.109 -0.142 2.659
H 1.384 1.000 -0.890
H 1.595 2.183 -0.131
H -1.150 1.625 0.898
*
```

Calculated values
gap between HOMO and LUMO	10.2	eV
relative energy (zero: lowest compared OMol25 entry of this formula, charge and spin)	59.4	kcal per mole
E	-8428.66323	eV
F_max	3.08	eV/Å
HOMO energy	-9.105	eV
SMILES string	C[C@H]1C[C@H]2OC[C@@H]12


(5)
Molecular formula: C6H10O
Method: DFT, ωB97M-V with the def2-TZVPD basis set

The geometry in ORCA input format:
```
! wB97M-V def2-TZVPD RIJCOSX def2/J DEFGRID3
* xyz 0 1
O 1.204 -1.331 1.488
C 1.621 -1.082 0.379
C 1.638 0.308 -0.217
C 0.466 1.114 0.313
C -0.746 0.742 -0.535
C -0.795 -1.194 -0.968
C -2.008 0.506 0.005
H 2.085 -1.872 -0.244
H 2.604 0.766 0.017
H 1.561 0.221 -1.306
H 0.689 2.194 0.268
H 0.300 0.878 1.371
H -0.733 1.233 -1.513
H -1.334 -1.499 -1.899
H -1.095 -1.951 -0.214
H -2.910 0.735 -0.551
H -2.114 0.411 1.087
*
```

Calculated values
gap between HOMO and LUMO	8.7	eV
relative energy (zero: lowest compared OMol25 entry of this formula, charge and spin)	99.2	kcal per mole
E	-8426.93879	eV
F_max	1.90	eV/Å
HOMO energy	-8.276	eV


(6)
Molecular formula: C6H10O
Method: DFT, ωB97M-V with the def2-TZVPD basis set

The geometry in ORCA input format:
```
! wB97M-V def2-TZVPD RIJCOSX def2/J DEFGRID3
* xyz 0 1
C 2.835 0.780 0.499
C 0.662 -0.745 -0.498
C 0.053 -1.341 0.529
C -1.351 -0.826 0.739
C -1.597 0.022 -0.526
C -0.197 0.359 -1.071
O 0.280 1.633 -0.634
H 2.246 0.781 1.446
H 2.651 1.804 0.108
H 1.683 -0.923 -0.825
H 0.503 -2.096 1.167
H -1.412 -0.236 1.665
H -2.080 -1.635 0.845
H -2.139 -0.576 -1.265
H -2.176 0.933 -0.347
H -0.170 0.420 -2.161
H 0.205 1.645 0.331
*
```

Calculated values
gap between HOMO and LUMO (alpha / beta)	8.7 / 8.6	eV
relative energy (zero: lowest compared OMol25 entry of this formula, charge and spin)	113.8	kcal per mole
E	-8426.30460	eV
F_max	0.33	eV/Å
HOMO energy (alpha / beta)	-9.252 / -9.175	eV


(7)
Molecular formula: C6H10O
Method: DFT, ωB97M-V with the def2-TZVPD basis set

The geometry in ORCA input format:
```
! wB97M-V def2-TZVPD RIJCOSX def2/J DEFGRID3
* xyz 0 1
C -1.881 -0.117 1.220
C -1.672 0.695 -0.030
C -1.012 -0.640 0.116
C 0.489 -0.784 0.245
C 1.358 -0.407 -0.967
C 1.879 0.748 -0.212
O 1.224 0.244 1.013
H -1.381 0.219 2.122
H -2.852 -0.580 1.379
H -2.495 0.788 -0.734
H -1.039 1.574 0.047
H -1.435 -1.452 -0.483
H 0.716 -1.763 0.692
H 2.181 -1.127 -1.023
H 1.137 -0.070 -1.979
H 2.990 0.850 -1.223
H 1.792 1.821 -0.183
*
```

Calculated values
gap between HOMO and LUMO	9.3	eV
relative energy (zero: lowest compared OMol25 entry of this formula, charge and spin)	118.4	kcal per mole
E	-8426.10694	eV
F_max	3.45	eV/Å
HOMO energy	-8.686	eV


(8)
Molecular formula: C6H10O
Method: DFT, ωB97M-V with the def2-TZVPD basis set

The geometry in ORCA input format:
```
! wB97M-V def2-TZVPD RIJCOSX def2/J DEFGRID3
* xyz 0 1
C 0.635 -1.182 -0.799
C 0.977 0.293 -1.250
O 0.316 1.558 -0.760
C -0.004 1.210 0.530
C -1.347 1.278 1.166
C -0.850 -0.031 0.499
C -0.129 -1.257 0.555
H 1.562 -1.725 -0.790
H 0.194 -1.903 -1.579
H 0.844 0.314 -2.376
H 2.093 0.491 -1.023
H 0.876 1.164 1.129
H -2.217 1.681 0.714
H -1.224 1.438 2.265
H -1.475 0.102 -0.348
H 0.495 -1.310 1.461
H -0.745 -2.120 0.603
*
```

Calculated values
gap between HOMO and LUMO	9.9	eV
relative energy (zero: lowest compared OMol25 entry of this formula, charge and spin)	77.5	kcal per mole
E	-8427.87899	eV
F_max	4.29	eV/Å
HOMO energy	-8.718	eV
SMILES string	C1CO[C@H]2C[C@@H]2C1


(9)
Molecular formula: C6H10O
Method: DFT, ωB97M-V with the def2-TZVPD basis set

The geometry in ORCA input format:
```
! wB97M-V def2-TZVPD RIJCOSX def2/J DEFGRID3
* xyz 0 1
C -1.987 0.493 0.883
C -0.585 0.317 0.391
C 0.558 0.711 0.955
C 1.778 0.363 0.137
C 1.186 -0.275 -1.141
C -0.328 -0.458 -0.884
O -0.737 -1.816 -0.750
H -2.515 -0.468 0.867
H -2.541 1.170 0.220
H -2.027 0.901 1.897
H 0.627 1.236 1.906
H 2.450 -0.316 0.680
H 2.375 1.255 -0.092
H 1.342 0.377 -2.006
H 1.637 -1.242 -1.384
H -0.930 -0.085 -1.720
H -0.302 -2.162 0.041
*
```

Calculated values
gap between HOMO and LUMO	10.2	eV
relative energy (zero: lowest compared OMol25 entry of this formula, charge and spin)	0.4	kcal per mole
E	-8431.22344	eV
F_max	0.34	eV/Å
HOMO energy	-9.216	eV
SMILES string	CC1=CCC[C@H]1O


(10)
Molecular formula: C6H10O
Method: DFT, ωB97M-V with the def2-TZVPD basis set

The geometry in ORCA input format:
```
! wB97M-V def2-TZVPD RIJCOSX def2/J DEFGRID3
* xyz 0 1
C -2.046 -0.269 0.164
C -1.115 0.767 -0.413
C -0.030 1.357 0.447
C 0.324 0.447 -0.703
C 1.047 -0.872 -0.700
C 2.112 -1.122 0.078
O 2.078 -0.765 1.385
H -2.882 0.208 0.688
H -1.525 -0.916 0.880
H -2.458 -0.912 -0.622
H -1.580 1.446 -1.126
H 0.215 2.413 0.347
H 0.058 1.001 1.470
H 0.722 1.010 -1.550
H 0.914 -1.475 -1.588
H 3.055 -1.574 -0.228
H 1.110 -0.745 1.473
*
```

Calculated values
gap between HOMO and LUMO	9.3	eV
relative energy (zero: lowest compared OMol25 entry of this formula, charge and spin)	45.7	kcal per mole
E	-8429.25845	eV
F_max	1.12	eV/Å
HOMO energy	-8.336	eV
SMILES string	C[C@H]1C[C@H]1/C=C\O


(11)
Molecular formula: C6H10O
Method: DFT, ωB97M-V with the def2-TZVPD basis set

The geometry in ORCA input format:
```
! wB97M-V def2-TZVPD RIJCOSX def2/J DEFGRID3
* xyz 0 1
C 2.216 0.091 0.136
C 0.745 -0.176 0.048
C 0.065 -1.215 0.531
C -1.415 -1.147 0.252
C -1.591 0.214 -0.463
C -0.174 0.825 -0.623
O -0.041 2.130 -0.074
H 2.405 1.068 0.595
H 2.663 0.122 -0.865
H 2.736 -0.673 0.721
H 0.518 -2.050 1.064
H -2.009 -1.220 1.173
H -1.730 -1.985 -0.383
H -2.082 0.099 -1.434
H -2.210 0.904 0.123
H 0.090 0.965 -1.679
H -0.185 2.046 0.879
*
```

Calculated values
gap between HOMO and LUMO	10.2	eV
relative energy (zero: lowest compared OMol25 entry of this formula, charge and spin)	0.5	kcal per mole
E	-8431.21662	eV
F_max	0.34	eV/Å
HOMO energy	-9.191	eV
SMILES string	CC1=CCC[C@H]1O


(12)
Molecular formula: C6H10O
Method: DFT, ωB97M-V with the def2-TZVPD basis set

The geometry in ORCA input format:
```
! wB97M-V def2-TZVPD RIJCOSX def2/J DEFGRID3
* xyz 0 1
C 0.105 -0.901 1.734
C 0.745 0.431 1.880
C -0.545 0.268 1.049
C -0.587 0.323 -0.490
C 0.474 1.319 -0.540
C 0.087 -0.726 -2.429
O -0.269 -0.916 -1.077
H 0.584 -1.625 1.082
H -0.423 -1.322 2.584
H 0.608 0.973 2.811
H 1.690 0.602 1.383
H -1.433 0.690 1.512
H -1.600 0.627 -0.799
H 0.013 2.304 -0.351
H 0.908 0.001 -2.505
H -0.769 -0.357 -3.018
H 0.412 -1.691 -2.825
*
```

Calculated values
gap between HOMO and LUMO	9.0	eV
relative energy (zero: lowest compared OMol25 entry of this formula, charge and spin)	112.7	kcal per mole
E	-8426.35121	eV
F_max	0.31	eV/Å
HOMO energy	-8.616	eV